[1]
# C2H4N4O2

C2H4N4O2 in the gas phase (ωB97M-V with the def2-TZVPD basis set, the Open Molecules 2025 dataset).

SMILES: [H]/N=c1\nc(N)n(O)o1
Spin multiplicity: 1
F_max (Eh/bohr): 0.092
Total charge: 0
Total energy (Ha): -447.9863
HOMO level (eV): -9.42

Atoms and positions in Å:
H (-2.021739, 2.032167, 0.747890)
N (-2.301950, 1.119275, 0.373124)
C (-1.132263, 0.709673, 0.189451)
N (0.131545, 1.155091, 0.580697)
C (0.937466, 0.394487, -0.149227)
N (2.282951, 0.442891, -0.341279)
N (0.278007, -0.885291, -0.569464)
O (0.419133, -1.906048, 0.375876)
O (-1.111624, -0.503343, -0.424720)
H (3.038462, 0.923421, 0.035156)
H (2.444663, -0.479311, -0.721593)
H (0.513456, -2.649883, -0.213598)

Atomic forces in eV per Å
-1.304 0.408 0.475
0.856 2.271 0.499
-0.986 -1.804 0.677
1.465 -0.461 -3.004
-0.656 0.510 3.980
-3.264 -2.973 -1.699
-1.351 1.427 -0.873
1.006 0.801 0.250
2.274 -0.994 -1.137
0.645 1.347 1.080
1.279 0.178 -0.190
0.034 -0.711 -0.058

[2]
# C33H49BrN3OPtS2Si4

A molecular structure, C33H49BrN3OPtS2Si4 (ωB97M-V with the def2-TZVPD basis set, the Open Molecules 2025 dataset).

Spin multiplicity: 1
F_max (Eh/bohr): 0.032
Total charge: +1
Total energy (Ha): -6173.9510
HOMO level (spin up / spin down) (eV): -9.97 / -9.97

Atoms and positions in Å:
Pt (-0.128781, -0.929977, -0.224552)
N (2.282113, -3.541311, -3.146321)
C (1.590781, -2.615865, -2.485352)
S (1.299285, -2.848638, -0.807944)
N (1.144491, -1.541034, -3.136395)
C (1.400114, -1.182447, -4.494065)
C (0.328959, -0.801223, -5.290321)
C (0.556901, -0.392010, -6.594545)
C (1.847267, -0.378464, -7.106226)
C (2.913630, -0.756098, -6.303286)
C (2.697275, -1.147222, -4.989425)
H (2.579341, -4.364819, -2.652596)
H (2.432611, -3.477495, -4.140620)
H (0.554561, -0.931297, -2.573492)
H (-0.675294, -0.819159, -4.883929)
H (-0.277202, -0.089446, -7.213154)
H (2.022184, -0.067392, -8.127015)
H (3.923007, -0.726186, -6.690958)
H (3.533399, -1.388435, -4.344812)
Br (-6.721027, -1.675123, -0.218501)
C (-4.853497, -1.580930, -0.168649)
C (-4.111612, -1.806300, -1.317766)
C (-2.739157, -1.706561, -1.242737)
N (-2.098728, -1.390878, -0.106010)
C (-2.825219, -1.191116, 1.002685)
C (-4.200690, -1.285880, 1.016863)
H (-4.586634, -2.055497, -2.255046)
H (-2.118939, -1.902686, -2.104636)
H (-2.278016, -0.948551, 1.901000)
H (-4.745121, -1.114464, 1.933971)
O (0.218519, -0.165997, 2.804870)
S (0.144018, -1.655061, 2.788268)
C (-0.242417, -2.154812, 4.457246)
C (0.347105, -1.501600, 5.531723)
C (0.003762, -1.886825, 6.815448)
C (-0.916041, -2.913180, 7.015180)
C (-1.499931, -3.555601, 5.934856)
C (-1.167000, -3.169756, 4.641449)
C (1.841927, -2.219781, 2.692697)
C (2.174498, -3.536250, 2.981531)
C (3.486491, -3.947232, 2.811070)
C (4.445974, -3.050217, 2.354675)
C (4.096709, -1.739910, 2.065463)
C (2.784025, -1.317134, 2.230487)
H (1.058333, -0.704132, 5.354742)
H (0.453957, -1.391983, 7.665556)
H (-1.178044, -3.209461, 8.022204)
H (-2.217180, -4.349267, 6.095159)
H (-1.617828, -3.658945, 3.785314)
H (1.425493, -4.230863, 3.342780)
H (3.762660, -4.968145, 3.038880)
H (5.469413, -3.377358, 2.227304)
H (4.842792, -1.042889, 1.706480)
H (2.484330, -0.301619, 2.003520)
C (-1.122654, 4.187220, 1.326443)
Si (-0.593014, 2.476665, 1.932054)
C (-1.984283, 1.898986, 3.060115)
C (1.091966, 2.717241, 2.715218)
Si (-0.424668, 1.383815, -0.225895)
Si (-2.322217, 2.281933, -1.330546)
C (-2.470674, 1.255705, -2.923306)
C (-2.123080, 4.047307, -1.940949)
C (-3.884663, 2.111939, -0.300086)
Si (1.562597, 2.276952, -1.163358)
C (1.829512, 4.105710, -0.886924)
C (3.049818, 1.285197, -0.577118)
C (1.352917, 2.016107, -3.029307)
H (-1.073812, 4.872555, 2.181090)
H (-2.155332, 4.187187, 0.981271)
H (-0.483178, 4.597214, 0.546610)
H (-1.614033, 1.766004, 4.078857)
H (-2.400322, 0.943706, 2.746502)
H (-2.784976, 2.640555, 3.077194)
H (0.964307, 3.256528, 3.659717)
H (1.719496, 3.339920, 2.076279)
H (1.602719, 1.780904, 2.926710)
H (-1.804846, 1.681907, -3.679060)
H (-3.486650, 1.276987, -3.328941)
H (-2.186527, 0.214432, -2.779450)
H (-1.154035, 4.184200, -2.426883)
H (-2.219681, 4.799778, -1.162402)
H (-2.893669, 4.242777, -2.692514)
H (-3.877930, 1.217365, 0.319526)
H (-4.763970, 2.068827, -0.948745)
H (-4.008327, 2.968569, 0.364711)
H (2.061225, 4.356143, 0.147540)
H (0.959439, 4.689081, -1.190868)
H (2.673052, 4.421601, -1.507567)
H (3.338342, 1.565434, 0.439083)
H (3.907493, 1.469095, -1.229519)
H (2.844086, 0.209918, -0.583341)
H (0.931766, 2.909930, -3.496595)
H (0.684448, 1.186398, -3.263027)
H (2.311777, 1.812768, -3.515591)

Atomic forces in eV per Å
0.144 -0.770 -0.396
0.007 -0.030 0.003
-0.112 -0.059 -0.037
0.338 0.299 0.068
0.036 0.013 0.046
-0.026 -0.056 -0.010
-0.009 -0.046 -0.017
0.002 -0.004 0.007
0.000 -0.009 0.008
-0.002 0.004 0.003
0.010 0.046 0.006
0.011 0.007 0.002
-0.002 0.000 -0.001
0.024 0.030 -0.001
0.001 0.009 -0.003
0.004 0.002 -0.003
0.000 0.007 0.003
-0.001 -0.004 -0.003
0.000 -0.003 0.000
-0.018 0.011 -0.004
-0.030 -0.014 -0.012
0.010 -0.093 0.060
-0.022 -0.206 0.033
-0.167 1.157 -0.206
0.034 -0.080 0.152
0.026 -0.162 0.000
0.009 -0.001 -0.003
0.006 0.064 -0.008
0.035 0.100 -0.053
0.011 0.010 0.005
-0.044 0.105 -0.083
0.084 -0.232 0.326
0.037 -0.098 -0.027
0.011 -0.008 0.006
-0.005 -0.011 -0.009
0.006 0.000 -0.011
0.001 0.015 0.006
0.021 -0.024 0.012
-0.035 -0.028 0.016
0.018 -0.009 -0.048
-0.003 -0.001 0.000
-0.005 0.002 -0.001
-0.010 -0.005 -0.014
0.007 -0.013 -0.018
-0.017 0.009 -0.008
-0.002 0.004 -0.001
0.000 0.001 0.000
0.001 0.000 0.002
-0.006 0.015 0.000
-0.006 0.011 0.009
0.004 0.003 0.006
0.001 0.002 0.001
0.004 0.000 0.008
0.001 0.006 0.039
0.075 0.120 0.453
-0.003 -0.182 -1.020
0.166 -0.047 0.178
-0.128 0.021 0.285
-0.604 0.788 1.293
0.307 -0.435 -0.458
-0.162 0.127 -0.009
0.008 0.018 -0.006
-0.041 0.086 -0.050
-0.127 -0.630 -0.539
-0.052 0.050 0.113
0.004 0.060 0.044
0.192 0.055 0.014
-0.011 0.042 -0.049
-0.020 0.013 -0.036
-0.009 -0.004 -0.040
-0.027 -0.009 0.006
-0.027 0.045 0.011
-0.004 -0.012 -0.004
0.064 -0.012 0.006
0.000 -0.019 -0.035
-0.012 -0.010 -0.004
0.016 -0.021 0.009
0.015 0.005 -0.019
0.022 -0.012 -0.022
-0.012 -0.011 -0.012
0.008 0.015 0.027
0.000 -0.017 0.003
-0.004 -0.024 0.016
0.006 0.018 0.001
0.004 -0.017 0.025
0.001 0.013 0.004
0.010 0.006 -0.026
0.008 -0.025 0.000
-0.030 -0.033 0.013
0.009 0.000 0.010
0.032 -0.002 -0.019
-0.031 -0.019 0.000
-0.019 0.046 0.005
-0.008 0.043 -0.025

[3]
# C28H65BBrN4O4

4 unconnected molecules or ions with the total composition C28H65BBrN4O4 (ωB97M-V with the def2-TZVPD basis set, the Open Molecules 2025 dataset).

Spin multiplicity: 1
F_max (Eh/bohr): 0.072
Total charge: -1
Total energy (Ha): -4224.6556
HOMO level (eV): -3.81

Atoms and positions in Å:
C (-4.253676, -0.976102, 1.469067)
C (-4.247016, 0.010368, 0.207150)
C (-2.831380, 0.609962, -0.161720)
O (-2.721219, 1.173948, -1.271486)
O (-1.673812, 0.513088, 0.652615)
C (-1.241151, 1.883414, 0.919794)
C (-0.571480, 2.110582, 2.351301)
C (-1.467656, 1.653067, 3.606691)
N (-2.786958, 1.021866, 3.377562)
O (-0.685498, 0.534715, 4.136295)
B (-0.615092, 0.486828, 5.628720)
O (-0.860643, 1.918302, 5.964911)
C (-1.396920, 2.697311, 4.847240)
C (-2.739592, 3.266854, 5.494326)
C (-3.764075, 3.934243, 4.474629)
C (-4.918175, 4.725518, 5.296532)
Br (-2.842238, 5.164416, 3.202912)
H (-4.646698, -0.419630, 2.388056)
H (-4.909090, -1.890850, 1.319101)
H (-3.198839, -1.299724, 1.719156)
H (-5.022529, 0.823533, 0.424870)
H (-4.639225, -0.594062, -0.682291)
H (-0.426389, 2.114033, 0.141950)
H (-2.055816, 2.664532, 0.716182)
H (-0.420276, 3.244041, 2.460672)
H (0.440042, 1.613143, 2.413296)
H (-3.402347, 1.581129, 2.777198)
H (-3.235778, 0.741660, 4.254277)
H (-1.525442, -0.264613, 5.892795)
H (0.427515, 0.041597, 6.017085)
H (-0.584525, 3.502391, 4.755272)
H (-2.415225, 4.105629, 6.208691)
H (-3.197563, 2.462966, 6.151825)
H (-4.329604, 3.187537, 3.828788)
H (-5.937494, 4.361476, 4.917463)
H (-4.807664, 5.853423, 5.184833)
H (-4.884146, 4.441554, 6.395891)
C (0.443273, 0.372797, -2.596215)
C (-0.384543, 0.795069, -3.796671)
N (0.257618, 1.775171, -4.667695)
C (-0.647031, 2.323301, -5.673052)
C (-1.196891, 1.369468, -6.734661)
C (1.586083, 1.422720, -5.158750)
C (1.715033, 0.142013, -5.984095)
H (0.698194, 1.228919, -1.966728)
H (-0.130779, -0.331182, -1.988289)
H (1.366714, -0.134917, -2.887971)
H (-1.308181, 1.231269, -3.403065)
H (-0.675208, -0.106248, -4.351843)
H (-0.158076, 3.164416, -6.178136)
H (-1.499812, 2.771901, -5.150093)
H (-0.454655, 1.144959, -7.501292)
H (-2.042664, 1.838105, -7.246412)
H (-1.556714, 0.430214, -6.310465)
H (2.261039, 1.346212, -4.300949)
H (1.988301, 2.259896, -5.740030)
H (1.127980, -0.682399, -5.574471)
H (2.761219, -0.181878, -6.001987)
H (1.418011, 0.298059, -7.021229)
C (6.857182, 0.492328, 0.843031)
C (5.801746, 0.523636, 1.941793)
N (4.718031, 1.468790, 1.705611)
C (3.838923, 1.644372, 2.859198)
C (3.012459, 0.440712, 3.312763)
C (4.018776, 1.343601, 0.435426)
C (3.337213, 0.007732, 0.152217)
H (7.315213, 1.475229, 0.705589)
H (7.648128, -0.212594, 1.113471)
H (6.445851, 0.161043, -0.113356)
H (6.313040, 0.805441, 2.868727)
H (5.424282, -0.495582, 2.090935)
H (3.158975, 2.482916, 2.670591)
H (4.453377, 1.972200, 3.706649)
H (2.154199, 0.269092, 2.664012)
H (2.612055, 0.629367, 4.312415)
H (3.602178, -0.477217, 3.365174)
H (4.724799, 1.549342, -0.375713)
H (3.278343, 2.146465, 0.351702)
H (3.949487, -0.847546, 0.446128)
H (3.141243, -0.087445, -0.921507)
H (2.372311, -0.066179, 0.653556)
C (1.727759, -3.376586, -1.223355)
C (1.110011, -4.481333, -2.070063)
N (0.108619, -5.280227, -1.373279)
C (-0.302134, -6.461680, -2.125202)
C (-1.034290, -6.245605, -3.450477)
C (-0.981023, -4.535612, -0.745283)
C (-1.852516, -3.664425, -1.650393)
H (2.209027, -3.782257, -0.330123)
H (2.488616, -2.849536, -1.805249)
H (0.988504, -2.633583, -0.915845)
H (1.927004, -5.141599, -2.382031)
H (0.704370, -4.032500, -2.985657)
H (-0.920463, -7.100105, -1.484062)
H (0.594298, -7.059669, -2.329904)
H (-2.075326, -5.961317, -3.296416)
H (-1.046446, -7.179876, -4.019699)
H (-0.555127, -5.491707, -4.078018)
H (-0.557001, -3.898833, 0.036470)
H (-1.625074, -5.233559, -0.199531)
H (-1.269709, -3.113751, -2.391760)
H (-2.389015, -2.925683, -1.045606)
H (-2.609136, -4.252271, -2.170479)

Atomic forces in eV per Å
0.088 0.377 0.538
-0.221 -1.329 1.025
0.667 0.994 -2.875
-0.482 -1.421 3.023
-2.961 0.795 -0.318
1.989 1.674 -0.218
-1.689 0.567 -0.448
2.287 -2.141 1.929
0.246 1.216 -1.001
0.110 1.321 -1.309
-0.991 0.688 -1.476
-0.334 0.820 -0.408
0.817 -1.052 2.225
0.632 1.196 -1.011
-1.525 -0.592 1.579
0.029 -0.373 -0.414
-0.358 -0.483 0.447
0.648 -0.916 -1.291
0.768 1.145 -0.066
-1.267 0.356 -0.227
1.438 -0.758 -0.626
0.834 1.203 0.938
-1.150 -0.217 0.998
0.835 -1.377 0.478
-0.150 -1.516 -0.468
-1.400 0.362 0.100
0.120 -0.163 0.569
0.407 0.336 -0.365
-0.734 -0.365 0.991
0.631 0.003 0.251
-1.516 -0.693 -0.654
-0.436 -1.180 -0.935
0.294 0.841 -1.123
1.234 0.947 0.734
1.370 0.847 0.423
-0.279 -1.534 0.180
0.179 0.395 -1.316
0.175 -0.063 0.013
-0.082 0.032 0.049
0.084 0.266 -0.166
-0.109 0.153 0.213
-0.102 -0.002 -0.293
0.041 0.009 0.269
0.264 -0.143 -0.210
0.008 -0.034 -0.071
-0.012 0.109 -0.015
0.003 0.031 0.021
0.053 0.060 -0.204
-0.065 -0.156 -0.020
0.147 -0.113 0.081
0.100 -0.136 0.131
-0.022 -0.086 0.055
0.019 -0.003 0.048
0.049 0.053 0.018
-0.161 -0.033 0.061
-0.237 0.035 0.011
-0.007 0.063 0.019
-0.076 0.020 0.022
-0.077 -0.090 0.044
-0.031 0.004 -0.085
-0.081 0.023 -0.135
0.049 0.433 0.056
0.067 0.003 0.323
-0.171 0.057 0.164
0.234 -0.032 -0.229
-0.326 -0.142 -0.329
-0.100 -0.024 -0.028
-0.058 0.040 0.022
0.022 0.045 0.035
-0.254 0.056 0.042
0.050 -0.155 0.050
0.091 -0.062 -0.185
0.131 -0.060 -0.138
0.050 -0.104 0.113
-0.070 -0.042 -0.085
0.008 0.040 -0.033
0.106 -0.041 0.108
0.053 -0.030 0.250
-0.002 0.049 0.032
0.020 0.010 0.059
0.091 -0.116 0.016
-0.082 0.066 0.055
0.004 0.098 0.108
-0.080 -0.326 0.075
0.218 -0.081 0.066
-0.202 -0.148 -0.185
0.158 0.193 0.197
-0.295 0.146 0.036
-0.111 0.013 -0.021
-0.051 -0.048 0.012
0.072 -0.027 0.023
-0.211 -0.156 -0.022
0.028 0.093 -0.140
0.003 0.194 0.078
0.063 0.176 0.045
0.065 0.086 -0.040
0.031 0.023 0.029
-0.015 -0.007 0.069
0.102 -0.046 -0.117
0.151 -0.134 -0.154
0.013 -0.023 0.032
0.079 -0.044 -0.031
0.064 0.054 -0.095